Here is 2 unconnected molecules or ions with the total composition C14H16O from OMol25. Energies are from ωB97M-V/def2-TZVPD.

SMILES: Cc1ccc(O)cc1.Cc1ccccc1
ΔE to the lowest compared entry with this formula, charge and spin in kcal/mol: 37.86
Orbital gap in eV: 9.058
LUMO energy in hartree: 0.030

Element x y z (Å)
C (-0.34353, 5.05401, 1.57795)
C (0.08869, 3.60299, 1.65164)
C (0.18023, 2.76106, 0.54961)
C (0.53679, 1.44188, 0.64986)
C (0.85970, 0.93847, 1.92766)
O (1.02614, -0.38739, 2.26262)
C (1.08062, 1.83365, 2.97299)
C (0.49959, 3.11962, 2.90562)
H (0.42240, 5.54049, 0.97162)
H (-0.24902, 5.62191, 2.49556)
H (-1.40164, 5.11567, 1.28317)
H (-0.23389, 3.25620, -0.33601)
H (0.70198, 0.83977, -0.21729)
H (1.04103, -0.96347, 1.47789)
H (1.29042, 1.41791, 3.94863)
H (0.46155, 3.81608, 3.72323)
C (-1.27645, -2.54059, -3.82500)
C (-0.51926, -2.81987, -2.55574)
C (0.34048, -1.90984, -1.95629)
C (0.70368, -1.93514, -0.62799)
C (0.14671, -3.02035, 0.08853)
C (-0.53949, -4.02429, -0.58116)
C (-0.80582, -4.03708, -1.95106)
H (-1.27991, -3.35891, -4.54984)
H (-0.94303, -1.63287, -4.31360)
H (-2.32303, -2.29632, -3.58536)
H (0.88943, -1.17096, -2.56823)
H (1.32712, -1.24475, -0.08380)
H (0.45339, -3.30342, 1.09266)
H (-0.80655, -4.88722, 0.01664)
H (-1.32834, -4.82725, -2.44452)

Force components x, y, z for each atom (eV/Å):
0.155 -0.484 -0.336
0.285 0.007 2.092
-1.171 1.673 -0.126
0.604 -0.607 0.942
0.771 0.376 0.002
0.281 0.064 -0.755
-2.368 0.318 0.742
1.107 -0.616 -1.771
-0.742 0.328 -0.780
-0.082 -0.466 0.627
0.553 0.423 -0.533
0.633 -0.746 -0.343
-0.508 -0.369 -0.429
-0.227 0.525 0.582
0.392 -0.067 0.010
0.168 -0.159 0.480
0.026 0.698 -0.412
-0.544 -0.948 -1.217
1.304 1.807 -0.612
-1.375 -2.403 0.922
0.850 -0.223 -0.367
0.174 -1.245 0.189
0.236 1.952 1.936
0.081 0.013 0.184
0.409 0.106 -0.266
0.216 -0.361 0.137
-1.020 -0.062 0.030
0.415 0.170 -0.887
-0.251 0.666 0.155
-0.059 -0.104 -0.024
-0.311 -0.269 -0.175

Here is 9 unconnected molecules or ions with the total composition H18O9 from OMol25. Energies are from ωB97M-V/def2-TZVPD.

SMILES: O.O.O.O.O.O.O.O.O
ΔE to the lowest compared entry with this formula, charge and spin in kcal/mol: 164.92
Orbital gap in eV: 10.492
LUMO energy in hartree: 0.002

Element x y z (Å)
O (-1.17784, -1.67165, 0.78835)
H (-1.96958, -1.01860, 0.81433)
H (-0.41828, -1.06113, 0.57537)
O (-1.68922, -0.41791, -1.24832)
H (-0.82778, -0.13121, -1.46266)
H (-1.78156, -0.99177, -2.01280)
O (3.49690, 0.66226, -0.27169)
H (4.12796, 0.20675, 0.11481)
H (3.16253, 0.98112, 0.62763)
O (2.29786, 1.00196, -3.12192)
H (1.94589, 1.34312, -3.87471)
H (2.72088, 0.28173, -2.92668)
O (-0.08798, -4.72103, 0.40696)
H (0.06743, -3.98535, 0.97753)
H (-0.34528, -4.86781, -0.34808)
O (-3.39328, -1.58260, 1.81214)
H (-2.89136, -2.30030, 1.53045)
H (-4.20307, -1.66314, 1.44408)
O (-0.49128, 2.98755, 3.49638)
H (-0.33238, 2.28206, 4.07153)
H (-1.34515, 2.60798, 3.03524)
O (-0.11549, 0.87885, -4.27447)
H (0.10768, 1.49851, -3.64544)
H (-1.05836, 1.04880, -4.66313)
O (1.76028, 2.99812, 2.50847)
H (1.70152, 2.51420, 3.31240)
H (0.73895, 3.11950, 2.33422)

Force components x, y, z for each atom (eV/Å):
0.468 2.259 0.536
2.020 -1.591 -0.152
-1.190 -1.274 0.294
-1.309 0.088 -1.144
1.861 1.144 0.040
-0.759 -0.440 -0.028
-5.287 3.873 0.184
5.671 -4.163 1.905
-0.405 0.304 -2.042
-2.567 6.525 3.297
-0.568 -0.158 -3.673
3.446 -6.311 0.375
4.729 -0.420 13.122
-0.584 1.048 -1.093
-4.220 -0.602 -12.047
1.852 2.386 2.715
1.385 -2.141 -0.555
-4.153 -0.395 -1.753
-4.483 0.183 -2.488
0.729 -1.695 1.779
2.240 1.429 1.174
-3.359 -2.211 -3.653
0.120 2.272 2.284
2.825 -0.070 1.418
-1.952 0.670 -2.029
0.319 -0.529 1.012
3.172 -0.179 0.520

Here is a molecular structure, C4H8Cl4F6N3O12PtS6 from OMol25. Energies are from ωB97M-V/def2-TZVPD.

Expectation value of S²: 2.005
Orbital gap (alpha / beta) in eV: 8.560 / 6.906
Multiplicity: 3
LUMO energy (alpha / beta) in hartree: 0.028 / -0.035
Total charge: -1

Element x y z (Å)
Pt (9.24430, 8.47205, 8.43964)
N (9.32802, 6.64804, 9.33846)
S (8.60005, 5.32772, 8.98966)
O (7.54718, 4.91438, 9.93928)
O (9.40608, 4.39446, 8.23694)
F (7.74107, 6.05868, 7.83152)
S (10.08996, 5.88340, 10.71626)
O (11.16349, 4.91816, 10.50870)
O (9.16499, 5.75392, 11.81278)
F (10.83097, 7.24432, 11.20702)
N (6.90194, 7.53900, 11.48450)
S (7.48899, 8.91834, 11.55592)
O (6.74920, 10.01270, 12.12608)
O (8.44224, 9.19116, 10.49074)
F (8.39990, 8.37482, 12.75074)
S (5.87039, 8.06452, 10.19638)
O (6.43001, 8.26244, 8.90037)
O (4.69740, 8.87782, 10.57060)
F (5.16987, 6.65216, 9.95577)
N (8.71492, 10.10368, 7.39016)
S (7.74713, 10.47167, 6.24798)
O (8.21923, 10.86302, 4.90777)
O (6.42529, 10.98318, 6.66508)
F (7.43464, 8.90434, 5.92434)
S (9.42753, 11.65616, 7.24250)
O (8.57736, 12.85894, 7.12274)
O (10.85752, 11.64892, 6.80740)
F (9.64797, 11.69868, 8.86718)
Cl (14.09220, 11.87172, 10.77918)
C (13.19723, 11.08824, 9.44776)
C (12.66072, 9.76198, 9.97235)
Cl (11.70472, 8.97594, 8.68246)
H (13.87552, 10.83758, 8.63218)
H (12.46177, 11.79840, 9.06979)
H (12.07250, 9.97428, 10.86512)
H (13.38087, 8.98714, 10.23522)
Cl (10.26985, 7.24876, 6.30936)
C (11.47861, 6.50418, 5.28428)
C (11.45354, 4.96408, 5.45490)
Cl (12.53708, 4.28632, 4.25024)
H (12.43044, 6.92598, 5.60712)
H (11.23920, 6.77448, 4.25582)
H (10.47704, 4.54842, 5.20634)
H (11.68884, 4.62268, 6.46296)

Force components x, y, z for each atom (eV/Å):
-0.988 -0.158 1.500
2.869 -2.162 3.829
-6.428 -2.365 -3.939
3.025 0.286 -2.268
-0.629 0.349 1.230
0.088 -0.574 0.048
2.254 2.883 4.372
-2.086 1.756 -0.458
1.107 -0.766 -1.568
0.222 -0.674 -1.016
-4.625 -0.520 -4.394
3.978 2.142 4.973
1.011 -0.566 -1.063
0.536 1.279 -0.235
1.076 1.469 0.367
-6.311 -2.936 0.060
1.456 0.771 -0.320
2.998 -1.171 -0.404
0.388 0.029 0.489
2.033 4.635 -1.022
-9.149 -3.396 -5.667
0.578 0.270 3.002
3.520 -0.752 -0.583
-0.089 0.409 0.311
5.420 3.700 5.000
1.609 -3.331 -0.930
-4.173 -0.332 0.128
0.145 -0.081 -0.766
0.063 -0.044 -0.142
0.605 -0.717 -0.423
-0.555 0.670 0.867
0.252 -0.084 -0.357
0.222 0.446 0.066
-0.233 -0.391 0.254
-0.446 -0.376 -0.234
0.315 0.485 -0.120
-1.094 0.157 -0.155
0.870 -1.150 -0.054
-0.880 0.738 0.045
0.698 -0.304 -0.265
0.038 -0.173 -0.330
0.120 0.028 0.155
-0.081 0.329 0.152
0.272 0.193 -0.132

Here is a molecular structure, C5H7PS from OMol25. Energies are from ωB97M-V/def2-TZVPD.

ΔE to the lowest compared entry with this formula, charge and spin in kcal/mol: 44.41
Orbital gap in eV: 9.067
LUMO energy in hartree: 0.011

Element x y z (Å)
C (-1.28428, 1.13407, 0.07082)
C (-1.79362, -0.20554, -0.19366)
C (-0.16479, 1.19586, 0.73542)
C (-1.10501, -1.17209, 0.40283)
C (1.49624, -0.89795, -0.11698)
P (0.30897, -0.45442, 1.23594)
S (2.92703, 0.17678, -0.12015)
H (-1.83035, 2.00792, -0.34046)
H (-2.53054, -0.29852, -1.01894)
H (0.34255, 2.02693, 1.05660)
H (-1.37993, -2.23432, 0.29342)
H (0.90753, -0.62310, -1.32797)
H (1.92720, -1.92953, -0.23376)
H (2.17901, 1.27389, -0.44311)

Force components x, y, z for each atom (eV/Å):
-2.227 1.055 -1.752
-0.743 0.604 -1.498
0.781 -1.811 0.359
-0.699 -1.055 -0.197
-1.114 0.401 -4.431
0.637 -1.191 0.822
0.036 0.970 -0.008
0.397 -0.515 0.449
0.078 -0.329 1.089
1.025 1.961 0.552
0.540 0.614 0.106
1.570 -1.139 3.758
-0.936 0.822 0.574
0.655 -0.387 0.176

Here is 3 unconnected molecules or ions with the total composition C2H10O2 from OMol25. Energies are from ωB97M-V/def2-TZVPD.

SMILES: CC.O.O
ΔE to the lowest compared entry with this formula, charge and spin in kcal/mol: 6.12
Orbital gap in eV: 11.383
LUMO energy in hartree: 0.015

Element x y z (Å)
C (0.72919, -1.58925, 0.50683)
C (-0.71021, -2.08151, 0.37236)
H (1.44517, -1.81701, -0.27488)
H (1.15469, -2.19421, 1.32111)
H (0.79647, -0.52616, 0.73170)
H (-1.27132, -1.53549, -0.38795)
H (-0.74158, -3.12987, 0.06707)
H (-1.22468, -1.90504, 1.31116)
O (-0.71078, 2.32220, 0.42277)
H (-0.52930, 1.37896, 0.52090)
H (-1.47809, 2.33186, -0.17640)
O (1.20905, 3.09665, -1.50782)
H (0.57676, 3.11921, -0.76639)
H (0.75463, 2.52967, -2.14046)

Force components x, y, z for each atom (eV/Å):
0.318 -0.895 0.814
0.209 0.419 -0.876
-0.436 0.116 -0.759
0.022 0.643 0.265
0.087 -0.040 0.168
0.025 0.069 -0.102
-0.084 0.038 0.345
-0.133 -0.327 0.148
-0.652 -0.236 -0.371
0.149 0.091 0.104
0.279 0.133 0.383
-0.377 -0.013 0.063
0.387 -0.059 -0.089
0.204 0.061 -0.092

Here is a single C10H8IN2PS molecule from OMol25. Energies are from ωB97M-V/def2-TZVPD.

SMILES: S=P(I)(c1cccnc1)c1cccnc1
ΔE to the lowest compared entry with this formula, charge and spin in kcal/mol: 3.78
Orbital gap in eV: 8.752
LUMO energy in hartree: -0.016

Element x y z (Å)
S (-3.17992, -0.90835, 1.84897)
P (-1.53831, -1.44233, 0.91151)
I (-1.16114, -3.76916, 0.42112)
C (-1.49668, -0.75434, -0.89575)
C (-0.40366, -0.80101, -1.76659)
C (-0.45822, -0.11750, -2.91446)
C (-1.66773, 0.47904, -3.28088)
N (-2.76344, 0.41833, -2.53314)
C (-2.71000, -0.16069, -1.31321)
C (0.05268, -0.85407, 1.63238)
C (0.25358, 0.55619, 1.70394)
C (1.33128, 0.97195, 2.45122)
C (2.08836, 0.06606, 3.22921)
N (1.86090, -1.19054, 3.18594)
C (0.90099, -1.64013, 2.35403)
H (0.45131, -1.29520, -1.33713)
H (0.49126, -0.19430, -3.46603)
H (-1.67168, 0.91785, -4.18188)
H (-3.59969, -0.09391, -0.87163)
H (-0.43364, 1.05179, 1.06377)
H (1.61808, 2.08256, 2.59924)
H (2.78600, 0.61044, 3.76751)
H (0.90439, -2.64320, 2.40910)

Force components x, y, z for each atom (eV/Å):
1.138 -0.462 -0.354
-0.020 1.255 -1.640
-0.001 -0.333 0.166
-2.093 -0.117 1.734
-0.825 -0.510 3.485
0.996 -0.194 -1.288
0.717 -1.969 2.996
0.216 0.269 -0.273
4.761 -0.024 -3.291
-0.629 0.671 0.360
0.550 -2.150 -0.125
-0.013 2.621 0.304
-2.292 2.288 -2.353
0.645 -1.603 0.200
0.724 2.138 0.964
0.572 -0.124 -0.510
-0.887 0.690 -0.503
-0.672 1.853 -3.140
-3.045 -0.179 2.584
-0.167 1.493 -0.019
-0.724 -1.886 -0.608
1.818 -0.210 1.697
-0.768 -3.514 -0.385

Here are the calculated strongest force on any atom numbers, same order: 2.9; 14.0; 11.3; 4.6; 1.3; 5.8 (eV Å⁻¹).